1.
C2H6ClO2PS in the gas phase at a distorted geometry. Source: the OMol25 dataset; level of theory: ωB97M-V with the def2-TZVPD basis set.

Structure (XYZ):
```
13
Properties=species:S:1:pos:R:3
C 0.07 1.97 -0.22
C 1.19 -1.83 0.08
O -1.49 -1.16 1.37
O -0.43 1.15 0.83
P -1.28 -0.27 0.28
S 0.00 -1.22 -1.17
Cl -2.88 0.55 -0.52
H -0.66 1.98 -1.00
H 1.03 1.63 -0.64
H 0.28 2.94 0.21
H 1.59 -0.92 0.37
H 2.01 -2.47 -0.47
H 0.57 -2.35 0.89
```

Computed properties:
Charge: 0
Gap between HOMO and LUMO (eV): 10.1
Structure (SMILES): CO[P@@](=O)(Cl)SC
Energy above the lowest of the compared OMol25 structures with the same formula, charge and spin (eV): 0.104

These are the Löwdin partial charges, in e, on atoms 1 to 2:
1 C -0.200
2 C -0.425

***

2.
A 2-piece molecular cluster, C6H15NO overall at a distorted geometry. Source: the OMol25 dataset; level of theory: ωB97M-V with the def2-TZVPD basis set.

Structure (XYZ):
```
23
Properties=species:S:1:pos:R:3
C -1.03 -0.73 1.17
N 0.16 0.06 0.93
C -0.04 1.50 1.22
C 0.94 2.17 0.28
C 0.80 1.32 -0.99
C 0.63 -0.10 -0.49
C 1.92 -0.93 -0.51
H -1.87 -0.46 0.54
H -0.85 -1.79 0.94
H -1.26 -0.69 2.24
H 0.26 1.64 2.25
H -1.08 1.80 1.05
H 0.70 3.21 0.07
H 1.93 2.11 0.71
H 1.57 1.53 -1.73
H -0.13 1.64 -1.46
H -0.17 -0.64 -1.00
H 2.05 -1.39 0.47
H 1.85 -1.76 -1.21
H 2.79 -0.34 -0.78
H -3.21 -2.03 -1.73
H -1.99 -3.06 -1.53
O -2.58 -2.42 -1.10
```

Computed properties:
Charge: -1
Gap between HOMO and LUMO (spin up / spin down) (eV): 2.5 / 8.6
Multiplicity: 2
Energy above the lowest of the compared OMol25 structures with the same formula, charge and spin (eV): 0.590

These are the Löwdin partial charges, in e, on atoms 1 to 2:
1 C -0.180
2 N -0.193

***

3.
A 7-piece molecular cluster, C28H49N7 overall at a distorted geometry. Source: the OMol25 dataset; level of theory: ωB97M-V with the def2-TZVPD basis set.

Structure (XYZ):
```
84
Properties=species:S:1:pos:R:3
C 18.91 9.75 11.21
C 17.44 10.28 11.39
C 16.36 9.33 10.95
C 16.32 9.08 9.51
N 16.33 8.83 8.37
H 19.66 10.50 11.43
H 19.07 9.19 10.31
H 19.05 9.05 12.01
H 17.43 11.27 10.92
H 17.36 10.49 12.51
H 15.37 9.74 11.21
H 16.38 8.40 11.48
C 14.54 7.46 17.25
C 14.87 7.64 18.77
C 16.19 7.04 19.19
C 17.23 7.72 18.40
N 17.96 8.36 17.82
H 15.26 8.05 16.63
H 13.52 7.81 17.02
H 14.63 6.38 16.91
H 14.04 7.18 19.39
H 14.97 8.68 18.91
H 16.23 5.94 19.24
H 16.33 7.24 20.22
C 7.33 12.30 13.77
C 8.08 13.44 13.14
C 9.48 13.06 12.65
C 10.21 12.48 13.81
N 10.83 12.01 14.67
H 7.90 11.77 14.55
H 7.05 11.51 13.03
H 6.47 12.69 14.29
H 8.16 14.36 13.75
H 7.50 13.68 12.23
H 10.14 13.89 12.26
H 9.41 12.26 11.90
C 13.67 7.26 13.42
C 12.34 7.78 13.95
C 12.24 9.34 14.09
C 12.54 9.94 12.82
N 12.72 10.37 11.78
H 13.43 6.25 13.20
H 14.47 7.32 14.21
H 13.88 7.71 12.46
H 12.01 7.39 14.94
H 11.53 7.46 13.25
H 12.88 9.69 14.83
H 11.23 9.58 14.36
C 19.42 11.67 15.13
C 18.53 12.47 16.03
C 17.60 11.75 16.97
C 16.53 10.86 16.29
N 15.64 10.45 15.69
H 18.88 11.19 14.41
H 19.81 10.84 15.75
H 20.25 12.30 14.65
H 17.94 13.13 15.41
H 19.15 13.09 16.68
H 17.00 12.49 17.56
H 18.06 11.16 17.77
C 12.00 12.22 7.50
C 12.95 11.32 8.14
C 13.97 12.00 9.08
C 13.23 12.98 9.89
N 12.52 13.67 10.46
H 11.29 12.70 8.22
H 11.46 11.62 6.74
H 12.53 13.02 7.04
H 13.40 10.60 7.42
H 12.46 10.65 8.89
H 14.80 12.52 8.56
H 14.37 11.32 9.83
C 13.56 13.89 14.55
C 13.96 15.30 13.95
C 14.94 15.18 12.83
C 16.16 14.50 13.18
N 17.14 14.05 13.52
H 14.47 13.32 14.60
H 12.78 13.38 13.96
H 12.95 13.95 15.50
H 14.41 15.92 14.72
H 13.02 15.75 13.52
H 15.16 16.20 12.46
H 14.45 14.69 12.01
```

Computed properties:
Charge: 0
Gap between HOMO and LUMO (eV): 11.7
Structure (SMILES): CCCC#N.CCCC#N.CCCC#N.CCCC#N.CCCC#N.CCCC#N.CCCC#N
Energy above the lowest of the compared OMol25 structures with the same formula, charge and spin (eV): 1.874

These are the Löwdin partial charges, in e, on atoms 1 to 2:
1 C -0.090
2 C -0.240

***

4.
A 7-piece molecular cluster, C19H39BrClFN13O10 overall at a distorted geometry. Source: the OMol25 dataset; level of theory: ωB97M-V with the def2-TZVPD basis set.

Structure (XYZ):
```
84
Properties=species:S:1:pos:R:3
C 3.28 2.84 0.83
C 2.04 1.85 0.43
C 0.76 2.43 1.26
Br 0.65 1.78 3.12
C -0.57 2.25 0.40
C -0.91 3.37 -0.68
C 0.03 4.63 -0.99
C 0.25 4.62 -2.61
O -0.53 5.72 -3.17
C -0.96 5.38 -4.49
O -0.10 5.32 -5.39
C -2.23 3.26 -1.51
N -3.16 2.14 -1.34
C -4.39 2.19 -2.21
C -5.41 3.34 -1.65
O -6.06 4.05 -2.45
O -5.56 3.56 -0.23
C -2.88 1.06 -0.40
Cl -4.03 -0.36 -0.24
C -1.60 1.09 0.51
F -1.38 0.02 1.40
H 3.13 3.87 0.32
H 3.15 3.05 1.96
H 4.30 2.39 0.61
H 1.88 2.02 -0.70
H 2.26 0.75 0.67
H 0.95 3.57 1.32
H -0.41 5.62 -0.64
H 1.10 4.50 -0.56
H 0.03 3.59 -3.07
H 1.37 4.82 -2.82
H -2.08 5.17 -4.63
H -2.46 4.07 -2.29
H -4.09 2.54 -3.25
H -4.97 1.21 -2.26
H -4.71 3.90 0.14
C 4.14 -0.81 2.65
O 4.00 0.37 2.35
N 4.23 -1.80 1.74
N 4.22 -1.22 3.94
H 4.34 -2.77 1.97
H 4.17 -1.53 0.77
H 4.16 -0.52 4.65
H 4.34 -2.18 4.21
C 3.64 -4.38 6.41
O 4.56 -3.87 5.79
N 2.59 -4.98 5.80
N 3.59 -4.39 7.77
H 1.82 -5.40 6.30
H 2.59 -5.00 4.80
H 4.35 -3.95 8.26
H 2.84 -4.80 8.30
C 4.42 -5.88 1.26
O 4.58 -4.67 1.17
N 5.08 -6.64 2.16
N 3.56 -6.57 0.46
H 4.96 -7.64 2.25
H 5.72 -6.17 2.77
H 3.05 -6.04 -0.23
H 3.42 -7.56 0.51
C -2.19 2.09 -5.80
O -1.85 2.40 -4.66
N -1.71 2.72 -6.89
N -3.07 1.10 -6.05
H -1.97 2.49 -7.83
H -1.05 3.47 -6.74
H -3.44 0.60 -5.26
H -3.36 0.83 -6.98
C 1.83 -1.10 -2.22
O 2.88 -0.66 -1.77
N 1.61 -1.24 -3.55
N 0.81 -1.50 -1.42
H 0.75 -1.60 -3.94
H 2.35 -0.95 -4.17
H 0.94 -1.41 -0.43
H -0.06 -1.87 -1.77
C -6.93 -2.48 2.71
O -7.43 -2.82 3.77
N -5.82 -1.69 2.64
N -7.43 -2.86 1.51
H -5.40 -1.40 1.78
H -5.42 -1.39 3.52
H -8.25 -3.44 1.51
H -7.03 -2.59 0.62
```

Computed properties:
Charge: +1
Gap between HOMO and LUMO (eV): 6.0

These are the Löwdin partial charges, in e, on atoms 1 to 2:
1 C -0.115
2 C -0.238

***

5.
A 13-piece molecular cluster, C39H104O13 overall at a distorted geometry. Source: the OMol25 dataset; level of theory: ωB97M-V with the def2-TZVPD basis set.

Structure (XYZ):
```
156
Properties=species:S:1:pos:R:3
C 2.24 1.99 -5.88
C 1.27 2.36 -6.99
C 0.68 1.15 -7.69
O 0.22 3.12 -6.49
H 3.04 1.36 -6.29
H 1.68 1.46 -5.11
H 2.62 2.93 -5.49
H 1.76 2.92 -7.79
H 1.45 0.43 -7.97
H 0.17 1.58 -8.55
H -0.04 0.65 -7.05
H -0.52 2.98 -7.08
C 0.69 0.78 -1.35
C 0.45 -0.65 -0.86
C -0.03 -0.79 0.58
O -0.53 -1.18 -1.74
H -0.22 1.37 -1.23
H 0.99 0.84 -2.40
H 1.51 1.23 -0.78
H 1.27 -1.34 -1.05
H -0.79 -0.06 0.86
H 0.68 -0.64 1.40
H -0.52 -1.77 0.65
H -1.31 -0.64 -1.57
C -3.54 3.08 3.75
C -2.10 3.27 4.20
C -1.23 2.07 3.80
O -1.62 4.53 3.70
H -4.22 3.90 3.97
H -4.01 2.20 4.19
H -3.59 3.02 2.67
H -2.09 3.37 5.28
H -1.66 1.12 4.11
H -0.22 2.10 4.23
H -1.11 2.05 2.72
H -0.73 4.62 4.05
C 4.78 -3.00 4.91
C 3.67 -3.43 3.96
C 3.20 -2.21 3.19
O 4.10 -4.41 3.02
H 4.51 -2.04 5.37
H 5.63 -2.79 4.26
H 5.08 -3.61 5.77
H 2.83 -3.84 4.52
H 4.02 -1.65 2.76
H 2.59 -1.57 3.83
H 2.60 -2.50 2.33
H 4.88 -4.05 2.59
C 3.00 -4.24 -1.52
C 2.07 -5.31 -0.94
C 1.18 -4.80 0.13
O 1.29 -5.82 -2.03
H 2.41 -3.37 -1.81
H 3.59 -4.59 -2.36
H 3.66 -3.83 -0.76
H 2.67 -6.14 -0.56
H 0.59 -5.59 0.60
H 0.56 -4.03 -0.31
H 1.73 -4.22 0.88
H 0.73 -5.12 -2.36
C 0.90 -2.42 -4.90
C -0.14 -3.45 -4.40
C 0.04 -4.79 -5.09
O -0.04 -3.57 -3.03
H 0.53 -1.43 -4.62
H 0.97 -2.43 -5.98
H 1.88 -2.67 -4.51
H -1.13 -3.08 -4.65
H 1.09 -5.08 -4.98
H -0.27 -4.73 -6.13
H -0.57 -5.54 -4.59
H -0.23 -2.74 -2.59
C -1.99 0.13 -4.87
C -3.17 1.03 -4.44
C -4.43 0.26 -4.04
O -2.76 1.85 -3.37
H -1.03 0.64 -4.87
H -2.13 -0.23 -5.89
H -1.79 -0.68 -4.17
H -3.33 1.70 -5.27
H -5.26 0.89 -3.70
H -4.27 -0.33 -3.13
H -4.80 -0.36 -4.85
H -3.46 2.50 -3.30
C -0.35 -1.80 4.14
C -0.25 -2.01 5.60
C -0.58 -3.46 5.96
O 1.04 -1.81 6.09
H 0.09 -0.84 3.86
H -1.41 -1.79 3.91
H -0.01 -2.64 3.54
H -0.90 -1.29 6.10
H -0.48 -3.64 7.03
H 0.06 -4.22 5.50
H -1.63 -3.70 5.81
H 1.31 -0.93 5.82
C 4.09 1.78 4.94
C 2.69 1.79 4.35
C 2.69 1.49 2.84
O 1.84 0.84 5.02
H 4.66 0.88 4.70
H 4.13 1.95 6.02
H 4.59 2.65 4.50
H 2.32 2.80 4.54
H 1.74 1.31 2.34
H 3.32 0.61 2.65
H 3.20 2.33 2.37
H 1.89 1.06 5.95
C -2.80 -3.88 1.68
C -3.14 -5.33 1.91
C -3.23 -5.82 3.33
O -4.36 -5.55 1.27
H -1.84 -3.54 2.08
H -3.51 -3.14 2.06
H -2.73 -3.68 0.61
H -2.39 -5.91 1.37
H -3.66 -5.05 3.97
H -2.23 -6.00 3.72
H -3.74 -6.77 3.45
H -5.10 -5.26 1.81
C 0.07 3.93 -2.89
C -0.09 5.18 -3.80
C 0.13 6.55 -3.13
O 0.91 5.06 -4.82
H -0.07 3.06 -3.53
H -0.76 3.89 -2.20
H 1.00 3.87 -2.32
H -1.12 5.16 -4.17
H -0.48 6.65 -2.23
H -0.11 7.35 -3.84
H 1.16 6.78 -2.85
H 0.78 4.26 -5.34
C -3.75 0.25 1.17
C -3.74 1.08 -0.17
C -3.67 2.59 0.00
O -2.70 0.48 -0.98
H -3.56 -0.81 0.99
H -4.64 0.37 1.78
H -2.98 0.68 1.81
H -4.70 0.86 -0.64
H -3.86 3.09 -0.95
H -2.71 2.90 0.40
H -4.47 2.86 0.69
H -2.70 1.00 -1.79
C 0.95 4.02 0.88
C 2.13 5.06 0.98
C 1.56 6.50 1.05
O 2.89 4.94 2.17
H 0.32 4.25 0.02
H 0.28 4.12 1.73
H 1.29 2.98 0.79
H 2.84 5.04 0.15
H 0.88 6.52 1.91
H 0.99 6.78 0.17
H 2.27 7.32 1.18
H 3.78 5.28 2.03
```

Computed properties:
Charge: 0
Gap between HOMO and LUMO (eV): 9.4
Energy above the lowest of the compared OMol25 structures with the same formula, charge and spin (eV): 2.094

These are the Löwdin partial charges, in e, on atoms 1 to 2:
1 C -0.022
2 C -0.519

***

6.
C48H43LiN3O2P2 as an isolated structure. Source: the OMol25 dataset; level of theory: ωB97M-V with the def2-TZVPD basis set.

Structure (XYZ):
```
99
Properties=species:S:1:pos:R:3
Li -0.19 2.47 -0.17
C -3.84 2.55 -1.87
C -4.23 2.15 -0.48
C -5.42 1.49 -0.24
C -5.77 1.09 1.05
C -4.92 1.39 2.10
C -3.73 2.09 1.89
C -2.89 2.52 3.06
C -3.37 2.45 0.59
N -2.15 3.11 0.34
C -2.25 4.44 0.30
O -3.27 5.14 0.46
C -0.94 5.15 0.02
C -0.85 6.52 -0.14
C 0.39 7.06 -0.46
C 1.48 6.23 -0.64
C 1.30 4.86 -0.48
N 0.12 4.37 -0.13
C 2.38 3.84 -0.76
O 3.54 4.26 -0.98
N 1.91 2.60 -0.80
C 2.77 1.57 -1.16
C 3.86 1.18 -0.35
C 4.13 1.90 0.94
C 4.66 0.12 -0.75
C 4.41 -0.57 -1.93
C 3.32 -0.21 -2.71
C 2.50 0.85 -2.33
C 1.33 1.25 -3.19
H -4.56 2.17 -2.60
H -2.85 2.17 -2.12
H -3.80 3.64 -1.96
H -6.08 1.27 -1.07
H -6.70 0.56 1.23
H -5.19 1.10 3.11
H -2.99 1.83 3.89
H -3.20 3.51 3.39
H -1.84 2.59 2.77
H -1.74 7.12 -0.02
H 0.49 8.13 -0.59
H 2.46 6.59 -0.92
H 3.25 1.86 1.60
H 4.34 2.95 0.74
H 4.98 1.46 1.46
H 5.51 -0.16 -0.13
H 5.06 -1.39 -2.23
H 3.11 -0.75 -3.63
H 1.20 0.54 -4.02
H 1.49 2.25 -3.61
H 0.41 1.30 -2.61
C 1.26 -1.34 0.25
P -0.17 -0.15 0.24
C -1.45 -1.01 -0.74
C -1.06 -1.45 -2.01
C -1.97 -2.04 -2.87
C -3.29 -2.20 -2.47
C -3.69 -1.73 -1.23
C -2.78 -1.13 -0.38
C -0.64 -0.28 2.01
C -1.50 -1.22 2.58
C -1.68 -1.26 3.95
C -0.98 -0.39 4.78
C -0.11 0.54 4.22
C 0.04 0.61 2.85
P 0.99 -3.02 0.99
C 0.37 -3.97 -0.46
C -0.92 -4.48 -0.42
C -1.42 -5.22 -1.49
C -0.61 -5.47 -2.59
C 0.68 -4.97 -2.63
C 1.17 -4.22 -1.57
C 2.69 -3.70 1.04
C 3.85 -2.93 1.03
C 5.10 -3.52 1.14
C 5.22 -4.89 1.26
C 4.07 -5.68 1.28
C 2.82 -5.09 1.17
H 2.00 -0.82 0.86
H 1.69 -1.41 -0.75
H -0.03 -1.33 -2.33
H -1.64 -2.38 -3.84
H -4.01 -2.66 -3.14
H -4.73 -1.82 -0.93
H -3.13 -0.73 0.57
H -2.02 -1.92 1.95
H -2.35 -1.99 4.38
H -1.11 -0.44 5.85
H 0.43 1.23 4.86
H 0.70 1.35 2.41
H -1.54 -4.29 0.44
H -2.43 -5.59 -1.46
H -1.00 -6.05 -3.42
H 1.31 -5.16 -3.49
H 2.19 -3.84 -1.60
H 3.79 -1.85 0.91
H 5.99 -2.90 1.12
H 6.19 -5.35 1.34
H 4.15 -6.75 1.37
H 1.93 -5.71 1.18
```

Computed properties:
Charge: -1
Gap between HOMO and LUMO (eV): 7.5
Energy above the lowest of the compared OMol25 structures with the same formula, charge and spin (eV): 0.000

These are the Löwdin partial charges, in e, on atoms 1 to 2:
1 Li 0.518
2 C -0.037

***

| no. | molar mass (g mol⁻¹) |
| --- | --- |
| 1 | 160.562 |
| 2 | 117.192 |
| 3 | 483.749 |
| 4 | 743.957 |
| 5 | 781.248 |
| 6 | 762.780 |